ORCA calculation (ωB97M-V/def2-TZVPD) on a 5-piece molecular cluster, C26H48O9P2S overall.

The geometry in XYZ format:
```
86
Properties=species:S:1:pos:R:3:lowdin_charge:R:1
C -6.3382 -2.6858 4.4299 -0.1412
C -7.5844 -2.3215 3.4818 -0.2561
C -7.7841 -3.2999 2.2295 -0.1617
C -6.4471 -3.6504 1.4203 -0.2136
O -6.4161 -3.1245 0.0545 -0.1705
C -5.1784 -2.4012 -0.0606 -0.1811
C -5.3156 -0.8494 0.0939 0.0491
C -4.0725 0.0616 0.0407 0.0265
C -2.7012 -0.6175 -0.1812 -0.0356
C -2.5361 -2.1740 -0.3373 -0.0273
C -3.7964 -3.1182 -0.2798 -0.2112
P -3.6365 -4.9922 -0.4242 0.3817
S -5.2417 -5.8664 -1.1713 0.1004
C -1.0479 -2.6926 -0.5095 -0.2910
O -0.6994 -3.8201 -0.9268 -0.0014
C 0.1524 -1.6849 -0.1199 -0.2209
P 1.9144 -2.4148 0.1585 0.9216
O 2.3652 -2.0834 1.7931 -0.3350
O 2.9507 -1.5703 -0.9195 -0.3132
C 0.0018 -0.2845 0.0063 0.0090
C -1.4283 0.3588 -0.2209 -0.2795
O -1.6504 1.5853 -0.3984 0.0382
H -5.4480 -2.0493 4.0512 0.0703
H -6.4781 -2.3961 5.5244 0.0708
H -5.9868 -3.7793 4.3025 0.0825
H -8.5306 -2.4412 4.1371 0.1052
H -7.5611 -1.2013 3.2001 0.1064
H -8.2745 -4.2921 2.5588 0.1047
H -8.5655 -2.7985 1.5428 0.1246
H -5.4782 -3.3399 1.9333 0.1121
H -6.4088 -4.8036 1.3267 0.1020
H -6.3349 -0.3469 0.2716 0.1206
H -4.2206 1.1880 0.1850 0.1192
H -2.5443 -5.4261 -1.2388 -0.0175
H -3.4074 -5.5367 0.9030 -0.0065
H 1.9243 -2.7786 2.3294 0.0446
H 2.5241 -0.7352 -1.2312 0.0423
H 0.8714 0.4205 0.2737 0.1327
C -12.0655 -6.9513 4.2861 -0.0672
C -10.8746 -6.6460 3.3913 -0.5014
C -10.1582 -7.9193 2.9696 -0.0646
O -9.9634 -5.7972 4.0874 -0.0694
H -11.7452 -7.4556 5.2036 0.0807
H -12.5639 -6.0271 4.5906 0.0795
H -12.7916 -7.5877 3.7737 0.0804
H -11.2113 -6.1029 2.5040 0.1396
H -9.7721 -8.4570 3.8417 0.0811
H -9.2982 -7.6842 2.3366 0.0791
H -10.8271 -8.5845 2.4178 0.0809
H -9.6592 -6.2682 4.8745 0.0890
C 6.5002 1.6492 -0.5727 -0.0652
C 5.1977 2.3749 -0.8675 -0.4963
C 4.3457 2.5148 0.3848 -0.0644
O 4.4672 1.6553 -1.8595 -0.0613
H 6.3082 0.6362 -0.2027 0.0840
H 7.0946 1.5464 -1.4808 0.0592
H 7.0916 2.1867 0.1736 0.0851
H 5.4136 3.3655 -1.2776 0.1293
H 4.0791 1.5318 0.7872 0.0750
H 3.4074 3.0283 0.1556 0.0775
H 4.8721 3.0778 1.1598 0.0800
H 4.2716 0.7766 -1.5055 0.0628
C 8.8701 4.2347 -4.6397 -0.0593
C 7.8585 3.2223 -4.1267 -0.4832
C 6.4376 3.6291 -4.4844 -0.0567
O 7.9764 3.1101 -2.7093 -0.0758
H 8.6985 5.2192 -4.1926 0.0584
H 9.8856 3.9358 -4.3655 0.0807
H 8.8156 4.3310 -5.7273 0.0814
H 8.0763 2.2377 -4.5500 0.1405
H 6.1821 4.5930 -4.0319 0.0816
H 5.7205 2.8985 -4.0993 0.0716
H 6.3101 3.7073 -5.5673 0.0802
H 7.7854 3.9764 -2.3250 0.0919
C 9.0510 8.2629 -1.0416 -0.0661
C 9.7393 8.2038 -2.3964 -0.4977
C 10.1075 9.5938 -2.8910 -0.0659
O 8.8734 7.5778 -3.3416 -0.0681
H 8.1207 8.8370 -1.1012 0.0812
H 8.7819 7.2586 -0.7036 0.0766
H 9.6974 8.7233 -0.2901 0.0807
H 10.6404 7.5888 -2.3243 0.1407
H 9.2136 10.2137 -3.0142 0.0811
H 10.5907 9.5372 -3.8700 0.0804
H 10.7855 10.0939 -2.1946 0.0804
H 8.0726 8.1142 -3.4132 0.0910
```

## Properties
E_tot in eV: -75573.5585
SMILES: CCCCOc1ccc2c(c1[PH2]=S)C(=O)C(P(O)O)=CC2=O.CC(C)O.CC(C)O.CC(C)O.CC(C)O



ORCA calculation (ωB97M-V/def2-TZVPD) on a 10-piece molecular cluster, C26H49B2BrClN4O42S9 overall.

The geometry in XYZ format:
```
134
Properties=species:S:1:pos:R:3:lowdin_charge:R:1
C 2.9212 -3.0864 4.8109 -0.0007
O 3.3918 -1.8630 4.2039 0.0320
B 2.4953 -1.2864 3.3939 -0.6773
O 1.7173 -0.2213 3.7499 0.2094
N 2.2391 -1.8165 1.9714 0.2431
C 1.2130 -2.3230 1.2452 -0.2535
N -0.0442 -2.4467 1.6718 0.1226
C -0.9857 -3.0579 0.7228 -0.1121
C -1.4471 -2.0673 -0.3544 -0.7832
O -2.0172 -1.0554 -0.0923 0.0382
Br -1.0681 -2.5269 -2.1878 0.7841
B -0.6957 -2.0512 2.9771 -0.5258
C -0.4475 -2.7488 4.3392 0.0398
O -1.5468 -0.9696 2.9265 0.1644
N 1.5965 -2.6745 0.0048 0.1744
C 2.8777 -2.3552 -0.0471 -0.7096
Cl 3.7712 -2.6527 -1.4389 0.8791
N 3.3097 -1.8303 1.0957 -0.0037
C 4.6882 -1.4093 1.3072 0.0015
C 5.5658 -2.6042 1.7187 -0.4594
O 6.5911 -2.8050 1.1270 0.1565
O 5.1139 -3.4071 2.7032 0.0715
H 2.2149 -2.8715 5.6130 0.1042
H 2.4633 -3.7216 4.0473 0.0922
H 3.7808 -3.5904 5.2469 0.0990
H 2.1714 0.6289 3.7347 0.1309
H -1.9062 -3.3218 1.2564 0.1449
H -0.6059 -3.9863 0.3021 0.1237
H 0.0659 -2.0325 4.9955 0.0885
H 0.1504 -3.6575 4.2948 0.0722
H -1.4212 -2.9204 4.8032 0.0694
H -2.4604 -1.2212 2.7418 0.1225
H 5.1011 -1.1020 0.3475 0.1231
H 4.7914 -0.5496 1.9713 0.1530
H 5.0897 -4.2999 2.3367 0.1128
C 6.8329 -8.0839 4.9525 -0.1428
C 5.7711 -7.8730 6.0101 -0.1443
O 5.3285 -6.5196 5.7961 -0.1785
S 5.4120 -6.1675 4.2482 0.5939
O 4.1267 -6.3239 3.6516 -0.2214
O 6.1146 -4.9453 4.0849 -0.2123
O 6.3258 -7.3890 3.7986 -0.1739
H 7.7822 -7.6279 5.2368 0.1381
H 6.9904 -9.1329 4.7200 0.1402
H 6.1506 -7.9902 7.0205 0.1404
H 4.9189 -8.5382 5.8621 0.1372
C -4.1032 -0.6046 -4.8520 -0.1582
C -3.8610 -0.0557 -6.2408 -0.1600
O -3.0751 -1.0734 -6.8892 -0.1839
S -3.5047 -2.5103 -6.3426 0.5922
O -4.4275 -3.0920 -7.2473 -0.2092
O -2.3399 -3.1993 -5.9117 -0.2377
O -4.3124 -2.0084 -5.0534 -0.1918
H -3.2292 -0.4757 -4.2085 0.1180
H -4.9721 -0.1595 -4.3746 0.1375
H -3.3233 0.8885 -6.2351 0.1353
H -4.7930 0.0624 -6.7871 0.1071
C 5.4934 2.3591 7.4142 -0.1589
C 6.2725 1.7482 6.2753 -0.1579
O 5.9301 0.3490 6.3272 -0.1809
S 4.4305 0.1790 6.8418 0.6165
O 3.5703 -0.0031 5.7197 -0.2230
O 4.4190 -0.7513 7.9114 -0.2050
O 4.2326 1.6551 7.4059 -0.1773
H 5.9785 2.1776 8.3746 0.1432
H 5.3319 3.4182 7.2864 0.1000
H 7.3444 1.8806 6.3784 0.1395
H 5.9499 2.1463 5.3111 0.1323
C -3.1081 3.4796 -9.0205 -0.1607
C -3.9677 3.5010 -10.2643 -0.1338
O -5.1875 2.8535 -9.8573 -0.1752
S -5.4793 3.1757 -8.3276 0.5977
O -6.4108 4.2441 -8.2473 -0.2082
O -5.7108 1.9448 -7.6495 -0.2367
O -4.0389 3.7216 -7.9399 -0.1737
H -2.6569 2.5068 -8.8695 0.1004
H -2.3410 4.2442 -9.0366 0.1193
H -3.5144 2.9709 -11.0963 0.1424
H -4.2104 4.5195 -10.5726 0.1387
C -2.2455 2.7305 0.2091 -0.1562
C -0.9989 2.2579 -0.5053 -0.1712
O -0.7278 3.2836 -1.4676 -0.1906
S -1.1806 4.7054 -0.8805 0.5998
O -0.0468 5.3586 -0.3302 -0.2217
O -2.0142 5.3357 -1.8358 -0.2083
O -2.0712 4.1493 0.3265 -0.1841
H -3.1424 2.5398 -0.3828 0.1377
H -2.3595 2.2821 1.1921 0.1347
H -1.1376 1.3006 -0.9999 0.1172
H -0.1476 2.1963 0.1776 0.1314
C -8.6882 1.9487 -6.8538 -0.1739
C -9.5523 1.9560 -8.0939 -0.1538
O -10.7635 1.3038 -7.6826 -0.1860
S -11.0552 1.6268 -6.1432 0.5977
O -11.9812 2.6981 -6.0559 -0.2184
O -11.2723 0.4004 -5.4641 -0.2212
O -9.6036 2.1874 -5.7731 -0.1848
H -8.2231 0.9735 -6.6991 0.1321
H -7.9211 2.7138 -6.8764 0.0963
H -9.0996 1.4241 -8.9258 0.1380
H -9.7979 2.9737 -8.4038 0.1376
C -6.0116 -3.8252 6.0593 -0.1498
C -5.0887 -4.7242 6.8542 -0.1524
O -4.6180 -5.6827 5.8930 -0.1792
S -4.5050 -4.9996 4.4597 0.5958
O -3.1563 -4.5951 4.2375 -0.2399
O -5.1905 -5.8008 3.5162 -0.2001
O -5.3631 -3.6918 4.7823 -0.1892
H -6.9871 -4.2870 5.9015 0.1379
H -6.1430 -2.8493 6.5176 0.1376
H -5.5918 -5.2285 7.6736 0.1395
H -4.2274 -4.1748 7.2394 0.1342
C 2.6887 2.8801 -8.6933 -0.1503
C 2.0812 3.4315 -7.4210 -0.1540
O 0.7814 3.8909 -7.8225 -0.1796
S 0.2195 2.9599 -8.9891 0.5979
O -0.6325 1.9792 -8.4152 -0.2220
O -0.1974 3.7891 -10.0628 -0.2084
O 1.5909 2.2400 -9.3627 -0.1760
H 3.0661 3.6762 -9.3370 0.1371
H 3.4813 2.1623 -8.5030 0.1377
H 2.6558 4.2498 -6.9975 0.1383
H 1.9498 2.6509 -6.6691 0.1344
C 5.3157 7.5541 5.4953 -0.1521
C 6.0453 8.2235 6.6401 -0.1492
O 6.7653 7.1500 7.2701 -0.1779
S 7.2080 6.0843 6.1740 0.6112
O 8.5504 6.3197 5.7921 -0.1972
O 6.7840 4.7958 6.6125 -0.2347
O 6.2485 6.5792 4.9989 -0.1835
H 4.4231 7.0300 5.8414 0.1340
H 5.0440 8.2488 4.7058 0.1386
H 5.3726 8.6945 7.3504 0.1391
H 6.7694 8.9574 6.2831 0.1380
```

## Properties
Net charge: +1
E_tot in eV: -301135.9695



no.,frontier orbital gap (Ha),strongest force on any atom (Eh/bohr)
1,0.2336,0.0845
2,0.3334,0.0502